# C42H86BCl2FN2O15S

A 4-piece molecular cluster, C42H86BCl2FN2O15S overall at a distorted geometry (ωB97M-V/def2-TZVPD, OMol25).

Structure (XYZ):
```
150
Properties=species:S:1:pos:R:3:forces:R:3
C 4.983 -0.028 1.613 -1.7 -0.2 -0.9
C 3.591 -0.121 1.194 2.7 0.1 1.9
C 3.019 1.033 0.298 1.1 -1.1 -1.3
C 1.467 1.523 0.431 1.5 1.2 -1.3
C 1.650 2.841 -0.533 1.8 0.8 -0.3
N 0.484 3.540 -1.055 -0.6 0.5 0.2
C 1.184 2.094 1.911 0.0 0.7 0.5
C 0.239 3.390 2.009 -0.7 1.3 0.1
C -0.197 3.851 3.483 -0.8 -0.4 0.8
C -1.581 4.702 3.374 1.2 -0.2 -0.5
Cl -2.545 4.620 4.946 0.8 0.3 -1.1
C 2.432 2.468 2.829 0.3 -0.1 2.1
C 3.273 3.772 2.561 5.4 -1.2 -1.9
O 4.469 3.632 2.173 -5.1 0.6 1.6
Cl 2.826 5.519 2.847 -0.4 -1.4 0.0
O 0.618 0.953 2.670 -1.8 1.0 -1.3
S -0.959 0.630 2.282 -3.7 -4.8 5.9
O -1.130 -0.814 2.759 1.7 3.7 -2.4
O -2.009 1.376 3.051 3.1 0.3 -2.7
C -1.120 0.652 0.430 -0.9 -0.4 -2.3
F -1.988 -0.517 0.236 2.1 1.3 0.5
C -2.072 1.716 -0.242 -2.4 1.1 -0.2
C -3.562 1.819 0.438 0.6 1.4 0.7
C -4.676 2.338 -0.597 0.1 -0.6 1.2
C -5.214 1.204 -1.599 -0.1 1.5 -0.2
O -6.617 0.936 -1.272 1.7 -1.2 0.2
C -6.724 -0.110 -0.280 -1.0 -0.8 0.5
C 0.370 0.452 -0.169 -0.3 -0.8 -0.4
C 0.836 -1.109 0.053 1.6 0.4 -1.4
C 0.102 -2.292 -0.691 -1.2 -2.3 1.1
C -0.243 -3.420 0.449 0.0 -0.7 -1.1
C 0.948 -4.490 0.624 -0.9 -0.3 0.8
B 0.396 0.393 -1.822 -1.3 -0.3 -1.4
O -0.788 0.011 -2.614 0.9 1.6 1.5
N 1.610 0.551 -2.683 0.1 -0.4 -0.8
C 1.369 1.403 -3.887 0.2 0.7 -1.2
C 2.086 -0.773 -3.233 0.6 -1.2 0.5
H 5.289 0.118 2.714 -0.4 -1.9 -1.7
H 5.819 -0.034 0.825 -1.3 1.6 1.2
H 3.041 -1.036 1.625 0.0 2.5 0.2
H 3.281 0.755 -0.799 -1.0 0.6 1.4
H 3.690 1.957 0.479 -1.3 -1.6 0.0
H 2.360 2.625 -1.421 -1.2 -0.2 1.6
H 2.257 3.615 0.083 -0.9 -1.4 -0.8
H 0.453 4.538 -0.791 0.0 -1.0 -0.4
H 0.290 3.433 -2.055 0.5 0.1 0.7
H -0.753 3.311 1.456 1.5 -0.4 0.4
H 0.740 4.321 1.536 -0.5 -1.8 0.6
H -0.334 2.939 4.180 -0.1 1.4 -1.3
H 0.534 4.538 4.021 -0.7 -0.9 -1.0
H -1.252 5.781 3.139 -1.0 -1.5 0.6
H -2.274 4.321 2.556 1.0 0.4 1.2
H 2.054 2.569 3.925 0.1 0.1 -1.9
H 3.205 1.627 3.002 -1.2 1.4 -1.1
H -1.748 2.796 -0.295 0.3 -1.5 0.2
H -2.364 1.448 -1.330 1.3 -0.2 1.8
H -3.867 0.895 1.019 0.3 1.0 -1.0
H -3.451 2.664 1.223 -0.3 -1.5 -1.0
H -5.584 2.656 0.045 1.4 -0.5 -1.1
H -4.307 3.293 -1.102 -0.4 -1.4 0.4
H -5.194 1.650 -2.654 -0.2 -0.8 1.4
H -4.580 0.254 -1.595 -0.8 1.2 0.2
H -5.919 -0.919 -0.404 -0.9 1.3 0.3
H -6.756 0.293 0.805 0.4 -0.5 -1.7
H -7.733 -0.650 -0.431 1.5 1.0 0.1
H 0.948 -1.326 1.165 -0.1 0.2 -1.6
H 1.849 -1.149 -0.517 -1.2 0.3 1.7
H -0.881 -2.118 -1.223 1.3 0.5 0.7
H 0.742 -2.895 -1.447 -0.6 1.5 1.2
H -0.550 -2.960 1.444 0.5 -0.4 -1.4
H -1.150 -4.003 0.052 1.2 0.7 0.7
H 1.888 -4.041 1.094 -1.2 -0.6 -0.9
H 1.172 -5.078 -0.342 -0.2 1.2 1.4
H 0.560 -5.272 1.379 0.7 1.1 -1.1
H -1.189 0.813 -3.017 0.3 -0.9 0.2
H 0.550 2.188 -3.759 1.0 -1.0 0.0
H 2.330 1.978 -4.173 -1.4 -0.9 0.5
H 1.102 0.774 -4.817 0.2 1.0 1.4
H 2.833 -1.258 -2.497 -1.2 0.6 -1.1
H 1.217 -1.507 -3.413 1.2 1.0 0.2
H 2.638 -0.672 -4.229 -0.7 0.2 1.5
C 5.611 -8.963 3.560 -0.2 -0.4 -0.3
O 4.510 -9.450 2.806 0.2 0.5 0.1
C 3.305 -8.731 3.038 -0.1 -0.4 -0.4
C 2.546 -8.498 1.732 -0.1 0.2 0.2
O 3.157 -7.565 0.839 0.2 -0.3 0.0
C 4.383 -7.964 0.222 -0.1 0.1 -0.1
C 4.259 -9.115 -0.773 0.1 -0.1 0.4
O 4.018 -10.348 -0.106 -0.5 0.1 -0.1
C 3.060 -11.162 -0.762 0.3 0.1 0.2
H 5.557 -9.342 4.582 0.1 0.1 0.2
H 6.523 -9.331 3.087 -0.1 -0.1 0.1
H 5.646 -7.871 3.556 0.0 0.1 0.1
H 3.497 -7.767 3.521 0.1 0.0 0.0
H 2.685 -9.340 3.706 -0.2 0.2 0.0
H 1.577 -8.059 1.990 0.1 0.1 0.0
H 2.323 -9.435 1.223 0.2 -0.1 0.1
H 5.148 -8.161 0.972 0.0 -0.3 0.0
H 4.724 -7.084 -0.334 -0.2 0.0 0.0
H 5.202 -9.221 -1.321 0.0 0.2 -0.1
H 3.457 -8.888 -1.485 0.0 0.0 0.0
H 2.169 -10.586 -1.033 0.0 0.0 -0.1
H 2.753 -11.946 -0.068 0.1 0.0 0.0
H 3.500 -11.622 -1.651 -0.1 0.0 -0.1
C 3.389 3.589 -10.376 0.5 0.0 0.2
O 4.273 3.466 -9.271 -0.6 -0.2 -0.1
C 3.678 3.825 -8.031 0.5 -0.2 0.1
C 4.090 2.854 -6.924 -0.2 0.1 0.0
O 3.529 1.544 -7.033 0.2 0.1 -0.2
C 3.987 0.730 -8.116 0.0 -0.2 0.1
C 5.448 0.297 -8.022 -0.1 0.4 -0.2
O 6.326 1.388 -8.271 0.0 0.0 0.5
C 7.447 1.415 -7.405 -0.2 0.1 -0.3
H 3.327 4.634 -10.686 -0.2 0.1 -0.1
H 3.801 2.995 -11.194 0.1 0.1 0.0
H 2.398 3.197 -10.141 -0.1 0.1 0.0
H 2.585 3.851 -8.100 0.0 -0.1 -0.1
H 4.037 4.828 -7.774 -0.1 0.0 0.2
H 3.708 3.254 -5.979 -0.1 -0.1 -0.1
H 5.172 2.806 -6.813 0.1 0.0 -0.3
H 3.768 1.199 -9.074 0.2 0.1 0.0
H 3.373 -0.175 -8.074 0.1 0.0 0.2
H 5.649 -0.463 -8.785 -0.2 -0.2 0.1
H 5.630 -0.137 -7.031 0.0 0.0 0.0
H 7.146 1.277 -6.361 0.0 -0.1 0.0
H 7.915 2.398 -7.490 0.0 -0.1 -0.1
H 8.169 0.648 -7.696 0.1 -0.1 0.2
C -10.865 2.984 6.922 0.3 0.1 -0.5
O -9.843 3.745 6.295 -0.1 -0.2 0.6
C -9.437 4.877 7.055 0.3 -0.1 -0.5
C -7.918 5.047 7.015 -0.1 0.1 0.2
O -7.183 4.059 7.738 -0.2 -0.1 -0.3
C -7.187 2.729 7.213 0.2 0.0 0.0
C -6.458 2.559 5.883 -0.4 0.1 0.1
O -7.192 3.145 4.814 0.2 0.4 0.0
C -6.374 3.842 3.890 -0.3 -0.1 0.1
H -11.833 3.463 6.764 -0.2 -0.1 0.2
H -10.871 1.996 6.457 0.0 0.1 -0.1
H -10.669 2.853 7.988 -0.1 0.1 0.1
H -9.765 4.802 8.097 0.0 -0.1 0.0
H -9.905 5.759 6.602 0.1 0.2 0.2
H -7.682 5.998 7.505 0.0 -0.1 0.1
H -7.549 5.138 5.994 -0.2 -0.2 -0.1
H -8.201 2.332 7.169 0.0 0.1 -0.2
H -6.658 2.125 7.957 0.1 0.1 0.0
H -6.358 1.491 5.661 0.2 -0.1 0.2
H -5.458 3.001 5.964 -0.1 0.0 0.0
H -5.671 4.505 4.404 0.1 -0.1 0.0
H -7.022 4.462 3.267 -0.1 -0.1 0.0
H -5.835 3.134 3.255 0.2 0.1 -0.1
```
Forces are in eV/Å.

Calculated values
spin multiplicity = 1
Kohn-Sham gap = 7.86 eV
electronic energy = -4332.72585 Eh

Results of the Löwdin charge analysis, in e, for atoms 1 through 6: -0.026 -0.153 -0.147 -0.183 -0.215 0.014